{"formula": "C5H10N2O", "method": "ωB97M-V/def2-TZVPD", "species": ["H", "H", "H", "C", "O", "H", "C", "H", "C", "H", "H", "H", "C", "H", "C", "N", "N", "H"], "positions_angstrom": [[1.95514, -1.49234, -0.50149], [0.53745, -2.44588, -0.95684], [-1.46601, 1.44078, -1.65807], [-0.37458, 0.16537, -0.42593], [-0.93907, 0.05976, 1.89064], [0.15514, -1.27594, 0.92571], [0.43771, -0.38309, -1.53277], [-0.25019, 2.00871, 2.09723], [-1.31372, 1.08463, -0.65944], [-1.92923, 1.48082, 0.12822], [0.50949, 0.80664, 3.17509], [-1.18946, 1.29368, 3.43919], [-0.42438, 1.10595, 2.68889], [0.97804, -0.18095, -3.37201], [1.20925, -1.65348, -1.27718], [0.42068, 0.24143, -2.63258], [-0.03104, -0.28182, 0.85729], [1.71477, -1.97426, -2.18595]], "atomic_forces_ev_per_a": [[0.07, -0.04, 0.10], [-0.06, -0.17, 0.08], [0.02, 0.02, -0.26], [-0.88, 0.67, 0.35], [-0.08, -0.51, -0.80], [-0.20, 0.14, 0.08], [0.41, -0.32, -0.42], [-0.02, -0.02, 0.03], [0.08, -0.20, 0.23], [-0.03, 0.01, 0.19], [-0.07, 0.03, -0.02], [0.01, 0.03, 0.01], [0.35, 0.09, -0.04], [0.04, -0.26, 0.24], [0.04, 0.18, -0.19], [-0.04, 0.34, -0.27], [0.38, 0.03, 0.68], [0.00, -0.01, 0.02]], "orbital_gap_ha": 0.339, "smiles": "[H]/N=C(\\C)C(=C)NOC", "total_energy_ha": -381.166529, "e_homo_ha": -0.307, "lumo_energy_ha": 0.0317}